1.
Here is a 2-piece molecular cluster, C4H13NO overall at a distorted geometry from OMol25. Energies are from wB97M-V/def2-TZVPD.

The geometry in XYZ format:
```
19
Properties=species:S:1:pos:R:3:forces:R:3
C 0.544 -1.590 2.118 -0.8 -2.3 -0.6
C 0.844 -1.222 0.640 1.1 -1.1 -0.3
C 2.037 -0.155 0.626 0.4 -1.1 -2.0
H 0.083 -0.639 2.452 0.7 -0.8 1.1
H -0.273 -2.403 2.115 0.8 1.3 0.1
H 1.391 -2.179 2.699 -1.4 2.1 -1.0
H 1.165 -2.164 0.045 -0.3 1.5 0.9
H -0.169 -0.926 0.159 2.0 0.2 0.7
H 1.937 0.507 -0.225 0.0 -0.1 -0.8
H 3.130 -0.523 0.576 -1.9 -0.1 0.1
H 2.055 0.588 1.370 -0.5 0.4 1.8
N -1.835 1.182 -2.648 -0.3 2.3 1.5
C -1.938 1.122 -1.191 -3.4 0.6 0.0
O -1.077 1.808 -0.333 0.8 0.2 -0.1
H -1.010 0.755 -2.927 1.9 -1.3 -0.9
H -1.684 2.191 -2.864 -0.4 -0.9 -0.1
H -2.082 0.091 -0.856 0.2 -0.1 -0.2
H -2.880 1.688 -0.990 0.2 -0.9 -0.1
H -0.238 1.870 -0.765 1.1 0.0 -0.1
```
Positions in Å, forces in eV/Å.

Values from the calculation:
M: 91.2 g mol⁻¹
DFT total energy: -7894.7883 eV
SMILES: CCC.NCO

2.
Here is CH2ClNO2S2 in the gas phase at a distorted geometry from OMol25. Energies are from wB97M-V/def2-TZVPD.

The geometry in XYZ format:
```
9
Properties=species:S:1:pos:R:3:forces:R:3
C 1.489 0.214 0.009 -5.4 -3.0 1.2
N 0.119 0.685 0.137 0.1 1.1 -0.4
O -2.419 0.413 -0.377 1.6 -0.3 0.2
O -0.849 -1.426 -1.010 0.9 -1.2 -2.0
S 2.699 1.179 -0.357 3.0 2.2 -0.8
S -1.230 -0.385 -0.160 -1.1 2.5 0.7
Cl 1.609 -1.355 0.755 1.0 0.4 0.0
H 0.017 1.749 0.039 -0.5 -2.4 0.2
H -1.436 -1.075 0.963 0.4 0.7 0.9
```
Positions in Å, forces in eV/Å.

Values from the calculation:
M: 159.6 g mol⁻¹
DFT total energy: -40842.7129 eV
Multiplicity: 3

Which relative energy (zero: lowest compared OMol25 entry of this formula, charge and spin) belongs to each record? In order, 180.7, 41.9 kJ/mol.